1.
The following is a quantum chemistry calculation of C5H11N3O2 in the gas phase in a non-equilibrium geometry, from the Open Molecules 2025 dataset.

SMILES	C[C@H](CC=O)[C@@H](O)/N=N/N
LUMO	0.87	eV
gap between HOMO and LUMO	10.15	eV
relative energy (zero: lowest compared OMol25 entry of this formula, charge and spin)	95.6	kcal/mol
max |F|	0.0756	Eh/bohr

Positions of all 21 atoms, in Å:
C (-0.88, -2.21, -0.22)
C (-0.20, -0.82, -0.24)
C (1.30, -0.73, -0.72)
C (1.54, 0.61, -1.14)
O (2.33, 1.37, -0.63)
C (-0.38, -0.21, 1.25)
O (0.72, -0.57, 2.08)
N (-0.61, 1.19, 1.24)
N (-0.72, 1.66, 0.10)
N (-1.00, 2.94, -0.05)
H (-0.34, -2.84, 0.63)
H (-0.82, -2.76, -1.13)
H (-1.88, -2.01, 0.11)
H (-0.87, -0.24, -0.96)
H (1.99, -1.00, 0.16)
H (1.47, -1.45, -1.62)
H (1.08, 0.95, -2.03)
H (-1.36, -0.72, 1.64)
H (1.38, 0.19, 1.84)
H (-1.35, 3.50, 0.73)
H (-1.40, 3.17, -1.02)



2.
The following is a quantum chemistry calculation of a molecular structure, C5H11N5OsS3 in a non-equilibrium geometry, from the Open Molecules 2025 dataset.

LUMO	-17.43	eV
gap between HOMO and LUMO	6.93	eV
net charge	+4
relative energy (zero: lowest compared OMol25 entry of this formula, charge and spin)	0.3	kcal/mol
max |F|	0.0338	Eh/bohr

Positions of all 25 atoms, in Å:
Os (0.67, 0.55, -0.33)
N (2.59, -0.27, -0.56)
N (3.25, -0.63, 0.66)
C (2.66, -0.42, 1.82)
N (3.19, -0.72, 2.97)
S (1.04, 0.33, 1.81)
H (2.54, -1.13, -1.12)
H (3.22, 0.36, -1.07)
H (4.16, -1.08, 0.56)
H (4.12, -1.11, 3.07)
H (2.69, -0.57, 3.85)
S (-0.03, -0.94, -1.71)
C (-1.74, -0.58, -1.21)
N (-2.69, -1.44, -1.15)
C (-3.94, -0.95, -0.49)
C (-3.73, 0.52, -0.05)
S (-2.00, 0.99, -0.61)
H (-2.63, -2.40, -1.50)
H (-4.12, -1.60, 0.37)
H (-4.76, -1.05, -1.21)
H (-3.79, 0.65, 1.03)
H (-4.37, 1.22, -0.58)
N (1.23, 3.46, -1.53)
C (1.05, 2.41, -1.11)
H (1.40, 4.40, -1.90)



3.
The following is a quantum chemistry calculation of 2 unconnected molecules or ions with the total composition C5H11NO in a non-equilibrium geometry, from the Open Molecules 2025 dataset.

2S+1	2
LUMO (spin up / spin down)	4.33 / 4.03	eV
gap between HOMO and LUMO (spin up / spin down)	3.62 / 6.94	eV
net charge	-1
relative energy (zero: lowest compared OMol25 entry of this formula, charge and spin)	46.9	kcal/mol
max |F|	0.0266	Eh/bohr

Positions of all 18 atoms, in Å:
C (0.36, -2.66, -0.93)
N (1.14, 0.06, 0.56)
C (-0.10, -0.26, -0.11)
C (-0.14, -1.24, -1.09)
C (-2.17, 0.88, 0.64)
C (-1.05, 0.84, -0.11)
H (1.16, -2.72, -0.19)
H (-0.43, -3.31, -0.50)
H (0.75, -3.03, -1.87)
H (1.83, -0.68, 0.53)
H (1.04, 0.38, 1.51)
H (-0.69, -1.00, -2.01)
H (-2.57, -0.07, 0.97)
H (-2.84, 1.72, 0.76)
H (-0.77, 1.82, -0.52)
H (1.58, 2.29, 0.82)
H (1.35, 3.79, 0.40)
O (1.57, 3.21, 1.13)



4.
The following is a quantum chemistry calculation of a molecular structure, C5H11NO in a non-equilibrium geometry, from the Open Molecules 2025 dataset.

2S+1	2
LUMO (spin up / spin down)	4.24 / 4.12	eV
gap between HOMO and LUMO (spin up / spin down)	6.22 / 7.57	eV
net charge	-1
relative energy (zero: lowest compared OMol25 entry of this formula, charge and spin)	58.1	kcal/mol
max |F|	0.0808	Eh/bohr

Positions of all 18 atoms, in Å:
O (0.70, -1.57, 1.00)
C (1.24, -2.31, 0.16)
N (1.08, -2.23, -1.14)
C (0.61, 1.45, -0.59)
C (-0.01, 1.25, 1.20)
C (-0.83, 1.34, -0.24)
C (-1.55, 0.06, -0.44)
H (1.97, -3.07, 0.54)
H (1.43, -3.05, -1.62)
H (0.98, 0.61, -1.18)
H (0.91, 2.43, -0.95)
H (0.83, 0.65, 1.52)
H (0.03, 2.26, 1.58)
H (-0.83, 0.73, 1.80)
H (-1.46, 2.23, -0.21)
H (-1.73, -0.15, -1.50)
H (-0.91, -0.74, -0.07)
H (-2.47, 0.11, 0.15)